No. 1
{
  "formula": "C41H39FIrN4O3PSi",
  "method": "ωB97M-V/def2-TZVPD",
  "symbols": ["Ir", "C", "C", "C", "C", "C", "C", "C", "F", "C", "C", "C", "O", "C", "C", "N", "C", "C", "O", "O", "H", "H", "H", "H", "H", "H", "H", "H", "H", "H", "H", "N", "C", "C", "C", "C", "N", "C", "C", "H", "H", "H", "H", "N", "P", "C", "C", "C", "C", "C", "C", "C", "C", "C", "C", "C", "C", "C", "C", "C", "C", "C", "C", "H", "H", "H", "H", "H", "H", "H", "H", "H", "H", "H", "H", "H", "H", "H", "C", "Si", "C", "C", "H", "H", "H", "H", "H", "H", "H", "H", "H"],
  "positions_angstrom": [[0.177584, 0.117192, -0.109061], [-7.162803, -1.696376, 0.164947], [-6.839731, -0.304726, 0.679177], [-7.791078, 0.736372, 0.110432], [-7.529580, 2.085010, 0.755767], [-6.076306, 2.454460, 0.633644], [-5.673844, 3.767788, 0.713291], [-4.328522, 4.098671, 0.588121], [-3.987914, 5.395679, 0.685797], [-3.367566, 3.157534, 0.363364], [-3.755183, 1.813346, 0.272175], [-2.718621, 0.802924, 0.053148], [-1.543383, 1.239541, -0.053364], [-3.153698, -0.544586, -0.007419], [-4.488385, -0.798332, 0.181189], [-5.447411, 0.110200, 0.374992], [-5.100007, 1.459632, 0.421853], [-2.315374, -1.794031, -0.260554], [-2.883041, -2.877479, -0.177852], [-1.083454, -1.637789, -0.584006], [-8.225920, -1.876548, 0.323183], [-6.619713, -2.482046, 0.686968], [-6.958085, -1.780231, -0.903780], [-6.933650, -0.296385, 1.771330], [-8.815703, 0.413171, 0.294955], [-7.652753, 0.792314, -0.973366], [-7.808149, 2.039326, 1.813543], [-8.143382, 2.864729, 0.303542], [-6.398214, 4.558354, 0.866474], [-2.324531, 3.421159, 0.260358], [-4.775245, -1.838196, 0.163052], [5.737422, -4.703986, -0.121212], [4.904043, -3.914645, -0.142824], [3.851461, -2.934039, -0.170656], [3.904109, -1.824875, 0.660993], [2.864867, -0.918348, 0.623974], [1.800142, -1.087372, -0.170073], [1.752594, -2.160627, -0.975390], [2.760325, -3.100207, -1.014491], [4.735847, -1.666822, 1.331796], [2.819848, -0.043800, 1.258910], [0.849884, -2.269716, -1.560099], [2.681372, -3.953166, -1.672084], [0.685602, 0.749628, 1.727416], [0.245118, -0.079591, 2.966146], [-1.557787, -0.338815, 3.205362], [-2.184388, -1.556375, 3.449960], [-3.561007, -1.614855, 3.639016], [-4.317142, -0.453226, 3.610301], [-3.700568, 0.769960, 3.368537], [-2.333741, 0.822085, 3.155774], [0.978880, -1.740936, 3.192636], [1.990529, -1.964171, 4.124445], [2.669000, -3.175377, 4.158448], [2.344675, -4.179763, 3.258489], [1.339123, -3.968071, 2.323255], [0.664766, -2.757023, 2.285265], [0.696641, 0.833754, 4.462984], [0.243256, 0.421539, 5.714090], [0.597472, 1.129822, 6.851111], [1.401348, 2.258702, 6.741304], [1.846851, 2.676598, 5.496150], [1.495793, 1.964703, 4.356830], [-1.606381, -2.468972, 3.497510], [-4.036337, -2.571167, 3.818888], [-5.384976, -0.497670, 3.792635], [-4.285196, 1.682562, 3.345953], [-1.849436, 1.771094, 2.947420], [2.259347, -1.185388, 4.828705], [3.452432, -3.332516, 4.889378], [2.872856, -5.124819, 3.285017], [1.078338, -4.744931, 1.614761], [-0.095261, -2.604643, 1.527006], [-0.391128, -0.454154, 5.799237], [0.243222, 0.806120, 7.821453], [1.674555, 2.815167, 7.629110], [2.465008, 3.561225, 5.409479], [1.815441, 2.276167, 3.369980], [1.308492, 3.446812, 0.481292], [1.309685, 2.019402, -0.741538], [0.431454, 2.606671, -2.311170], [3.111043, 1.716357, -1.239679], [1.725265, 4.360730, 0.049649], [1.893692, 3.172943, 1.360144], [0.293448, 3.654557, 0.828512], [0.898233, 3.527058, -2.677153], [-0.622970, 2.814609, -2.115229], [0.483704, 1.866311, -3.113491], [3.516284, 2.625331, -1.694977], [3.209136, 0.908746, -1.969737], [3.746605, 1.477315, -0.383300]],
  "forces_ev_per_a": [[-0.56, -0.49, 0.23], [-0.02, -0.02, -0.01], [0.04, 0.02, 0.01], [-0.01, -0.01, 0.00], [-0.01, 0.01, 0.00], [0.04, -0.03, 0.00], [-0.01, 0.02, 0.00], [-0.03, 0.00, 0.01], [0.01, 0.01, -0.01], [-0.01, -0.03, -0.01], [-0.04, 0.05, -0.04], [-0.06, -0.01, -0.09], [0.18, 0.01, 0.10], [0.01, -0.06, 0.02], [-0.01, -0.03, 0.02], [0.01, 0.01, -0.01], [-0.01, 0.01, 0.00], [-0.14, 0.05, -0.18], [0.10, 0.06, 0.08], [0.20, 0.13, -0.07], [0.01, 0.00, 0.00], [0.00, 0.01, 0.00], [0.00, 0.01, 0.01], [-0.02, -0.01, 0.00], [0.00, 0.01, 0.01], [0.00, 0.00, 0.00], [0.00, 0.00, 0.00], [0.00, 0.00, -0.01], [0.00, -0.01, 0.00], [-0.01, 0.00, -0.01], [0.00, 0.00, 0.00], [0.04, -0.03, 0.01], [-0.03, 0.03, -0.03], [0.06, -0.07, 0.01], [0.00, 0.04, 0.00], [-0.02, 0.05, 0.09], [-0.04, -0.07, -0.11], [0.01, -0.03, -0.02], [-0.03, 0.02, 0.04], [0.00, -0.01, 0.00], [0.02, -0.02, 0.01], [0.02, 0.00, -0.02], [0.01, 0.00, 0.00], [0.34, 0.30, 0.07], [-0.15, -0.05, 0.00], [0.00, 0.02, 0.00], [0.01, 0.00, -0.03], [-0.01, 0.00, 0.00], [0.01, 0.00, 0.01], [-0.01, -0.01, 0.03], [0.04, 0.02, 0.02], [0.02, 0.02, -0.05], [0.02, 0.04, 0.03], [0.00, -0.03, -0.02], [0.00, 0.00, 0.00], [-0.01, 0.00, -0.03], [0.02, -0.02, 0.01], [0.00, -0.03, 0.04], [-0.01, 0.01, 0.00], [0.01, 0.02, 0.00], [-0.01, -0.01, 0.02], [0.01, 0.01, -0.01], [-0.01, 0.01, -0.05], [0.02, -0.02, 0.00], [0.01, 0.01, 0.00], [0.00, 0.00, -0.01], [0.01, 0.00, 0.00], [0.00, -0.01, 0.01], [-0.01, -0.03, -0.03], [-0.01, 0.00, -0.01], [0.00, 0.01, -0.01], [0.01, 0.00, 0.01], [-0.06, 0.03, -0.02], [0.00, 0.00, 0.00], [0.00, 0.00, 0.00], [0.00, -0.01, 0.00], [0.00, -0.01, 0.00], [0.00, -0.01, 0.03], [-0.02, -0.03, 0.04], [0.06, 0.03, -0.09], [0.03, 0.06, 0.01], [0.03, 0.05, 0.07], [-0.01, -0.02, -0.05], [0.00, 0.04, -0.03], [0.01, 0.00, 0.00], [-0.02, -0.01, -0.01], [0.01, 0.00, 0.00], [0.00, -0.01, 0.02], [-0.02, -0.01, 0.00], [-0.02, 0.00, 0.01], [-0.01, 0.01, -0.03]],
  "mulliken_charge": [3.5472, -1.9566, 0.8888, -1.1259, -1.1215, 0.8942, -0.7289, 0.0097, -0.3764, -0.6675, 1.2928, 0.4721, -1.5021, -0.4451, -0.5789, 0.4539, -0.9283, 0.1497, -0.7967, -0.5952, 0.4716, 0.5075, 0.3618, 0.0191, 0.3659, 0.3583, 0.3416, 0.4603, 0.5125, 0.6318, 0.6724, -0.5134, -0.2705, 0.6618, -1.0906, -0.2142, 0.4729, -0.5619, -0.7717, 0.5208, 0.8134, 0.6006, 0.5027, -0.8214, 1.2991, 0.4360, 0.1204, -0.9806, -0.5363, -0.4287, -1.1080, 0.2580, -0.8044, -0.8003, -0.7323, -1.0189, 0.0163, -0.2988, -0.3715, -0.7421, -0.4525, -0.5988, -0.3644, 0.4667, 0.4444, 0.4844, 0.5458, 0.3970, 0.3686, 0.4420, 0.4262, 0.4831, 0.4962, 0.4051, 0.4064, 0.3904, 0.4196, 0.1342, -1.0559, 0.6661, -1.2019, -1.2761, 0.4953, 0.0973, 0.2318, 0.3631, 0.2035, 0.3116, 0.4365, 0.2945, 0.3150],
  "e_lumo_ev": -0.43,
  "homo_energy_ev": -7.12
}


No. 2
{
  "formula": "C41H39FIrN4O3PSi",
  "method": "ωB97M-V/def2-TZVPD",
  "symbols": ["Ir", "C", "C", "C", "C", "C", "C", "C", "F", "C", "C", "C", "O", "C", "C", "N", "C", "C", "O", "O", "H", "H", "H", "H", "H", "H", "H", "H", "H", "H", "H", "N", "C", "C", "C", "C", "N", "C", "C", "H", "H", "H", "H", "N", "P", "C", "C", "C", "C", "C", "C", "C", "C", "C", "C", "C", "C", "C", "C", "C", "C", "C", "C", "H", "H", "H", "H", "H", "H", "H", "H", "H", "H", "H", "H", "H", "H", "H", "C", "Si", "C", "C", "H", "H", "H", "H", "H", "H", "H", "H", "H"],
  "positions_angstrom": [[0.391201, -0.487008, 1.542379], [-4.809862, -5.462865, -0.852767], [-3.396072, -5.734346, -1.318915], [-2.962332, -7.167375, -1.064248], [-1.634151, -7.433444, -1.753724], [-0.628476, -6.349933, -1.454281], [0.712482, -6.558076, -1.657305], [1.645800, -5.574340, -1.328296], [2.944292, -5.842587, -1.550597], [1.279512, -4.386074, -0.773474], [-0.084271, -4.150796, -0.558720], [-0.494475, -2.904654, 0.103504], [0.386127, -2.020123, 0.290312], [-1.853545, -2.791769, 0.444861], [-2.728966, -3.738912, -0.018534], [-2.388526, -4.832728, -0.699681], [-1.034638, -5.106015, -0.914614], [-2.413808, -1.679308, 1.279701], [-3.619464, -1.462965, 1.248881], [-1.569097, -1.077525, 2.028768], [-5.465765, -6.162421, -1.370625], [-5.155736, -4.457515, -1.085300], [-4.920782, -5.625680, 0.220806], [-3.336707, -5.552647, -2.398494], [-3.730788, -7.844476, -1.437375], [-2.878175, -7.323714, 0.015214], [-1.793336, -7.496529, -2.834389], [-1.219992, -8.393351, -1.442973], [1.067942, -7.502283, -2.051764], [2.007869, -3.640340, -0.487444], [-3.777722, -3.570157, 0.173763], [-2.946442, 4.436875, -3.337819], [-2.468586, 3.665986, -2.633766], [-1.858660, 2.683635, -1.736666], [-0.738433, 1.982379, -2.152551], [-0.185534, 1.078732, -1.257145], [-0.697065, 0.877391, -0.046041], [-1.787461, 1.535729, 0.338268], [-2.408414, 2.468140, -0.487399], [-0.302126, 2.131106, -3.129117], [0.694030, 0.496323, -1.504074], [-2.164433, 1.294017, 1.325102], [-3.288031, 2.998222, -0.154342], [1.979722, 0.659844, 1.578752], [2.140724, 2.078851, 2.148101], [0.618416, 2.820247, 2.856798], [-0.086615, 2.117855, 3.839132], [-1.337001, 2.536781, 4.259258], [-1.917798, 3.668619, 3.696819], [-1.236845, 4.371948, 2.718336], [0.023219, 3.951350, 2.302095], [3.439684, 2.184950, 3.412990], [4.773527, 2.170319, 3.003293], [5.796370, 2.096984, 3.934188], [5.502878, 2.033715, 5.291179], [4.183000, 2.051084, 5.710499], [3.157686, 2.126898, 4.775356], [2.686089, 3.344640, 0.962597], [3.091852, 4.623708, 1.342398], [3.395428, 5.574989, 0.383092], [3.301457, 5.257009, -0.969422], [2.917147, 3.983465, -1.354851], [2.611222, 3.031441, -0.388451], [0.317375, 1.202116, 4.252030], [-1.868672, 1.966223, 5.009307], [-2.900915, 3.990564, 4.015382], [-1.682396, 5.249581, 2.267279], [0.527249, 4.509005, 1.524577], [5.017708, 2.203530, 1.947986], [6.826201, 2.086230, 3.601252], [6.300770, 1.974662, 6.019970], [3.944583, 2.003971, 6.765282], [2.134465, 2.158130, 5.120590], [3.168184, 4.880380, 2.393133], [3.708210, 6.566043, 0.684987], [3.535255, 6.002683, -1.718134], [2.857321, 3.730604, -2.405807], [2.325638, 2.022613, -0.667545], [0.536763, -3.549896, 3.114703], [1.379132, -1.866968, 3.125996], [1.310539, -1.262268, 4.902435], [3.182248, -2.162140, 2.750999], [0.826587, -4.147400, 2.243270], [-0.551740, -3.462414, 3.122596], [0.839815, -4.104263, 4.007947], [1.447586, -2.101751, 5.590041], [0.347941, -0.803816, 5.143776], [2.102933, -0.538291, 5.107245], [3.600411, -3.002098, 3.312721], [3.761940, -1.264952, 2.978421], [3.305972, -2.369228, 1.684271]],
  "forces_ev_per_a": [[0.10, 0.04, 0.42], [-0.09, -0.05, 0.06], [0.17, 0.15, -0.01], [0.02, -0.04, 0.07], [0.05, -0.01, -0.02], [-0.19, 0.26, 0.08], [0.22, -0.04, -0.01], [-0.04, -0.16, -0.08], [-0.04, 0.02, 0.01], [0.03, 0.03, -0.01], [0.04, 0.56, 0.21], [-0.06, -0.26, -0.29], [0.11, -0.73, -0.42], [-0.03, -0.22, -0.11], [-0.15, 0.17, 0.01], [0.11, -0.20, -0.06], [-0.19, -0.28, -0.09], [0.01, 0.06, 0.04], [-0.03, -0.08, 0.04], [0.18, 0.46, 0.12], [-0.02, 0.01, 0.03], [0.02, 0.01, -0.06], [0.03, -0.02, 0.00], [-0.04, 0.04, 0.01], [0.01, -0.02, 0.00], [-0.01, 0.00, -0.01], [0.01, 0.02, 0.00], [-0.02, -0.01, -0.01], [0.00, 0.01, 0.00], [-0.01, 0.00, 0.01], [0.00, 0.03, 0.01], [0.01, -0.01, 0.00], [0.27, -0.46, 0.40], [-0.47, 0.79, -0.74], [0.28, -0.33, 0.21], [-0.17, 0.22, -0.13], [0.08, -0.11, 0.15], [-0.10, 0.21, -0.26], [0.11, -0.33, 0.44], [-0.04, 0.04, -0.02], [0.01, 0.01, 0.00], [-0.02, 0.03, 0.01], [-0.01, 0.03, -0.02], [-0.32, 0.02, 0.18], [0.06, 0.21, 0.01], [-0.12, 0.03, -0.07], [-0.04, -0.10, -0.07], [-0.03, 0.06, -0.04], [0.00, -0.04, 0.03], [0.09, -0.01, 0.00], [-0.02, 0.06, 0.04], [0.00, -0.03, 0.28], [0.00, -0.07, -0.02], [0.02, 0.01, 0.03], [0.00, 0.01, -0.02], [-0.05, 0.00, -0.05], [0.07, 0.12, 0.02], [-0.01, 0.02, -0.28], [0.05, -0.03, 0.05], [0.02, -0.01, -0.09], [0.01, 0.03, 0.08], [0.00, -0.04, 0.04], [0.05, -0.04, -0.04], [0.06, -0.03, -0.03], [0.00, 0.00, 0.01], [0.00, 0.00, 0.01], [0.00, 0.00, -0.01], [0.00, -0.01, -0.01], [-0.04, 0.01, -0.02], [0.00, 0.00, 0.00], [0.02, 0.00, -0.01], [0.00, 0.01, 0.00], [-0.04, -0.02, 0.02], [-0.01, -0.03, 0.02], [0.00, 0.01, 0.01], [0.01, 0.01, 0.00], [0.00, -0.01, -0.01], [0.00, 0.07, 0.04], [-0.07, -0.24, 0.01], [-0.03, 0.19, -0.23], [-0.15, 0.12, 0.25], [0.30, -0.08, -0.13], [-0.01, 0.04, 0.05], [-0.02, 0.00, 0.03], [-0.03, -0.07, -0.03], [0.04, -0.01, 0.00], [0.00, -0.03, 0.04], [-0.03, 0.06, -0.04], [-0.01, 0.00, 0.03], [0.01, 0.00, -0.04], [0.07, 0.00, 0.01]],
  "mulliken_charge": [1.9687, -2.0044, 0.5866, -0.9895, -1.0634, 1.1995, -0.7159, 0.0423, -0.3587, -1.2055, 0.1595, 1.8928, -1.4685, 0.3343, -0.5490, 0.2712, -0.8567, -0.1453, -0.8165, -0.7835, 0.4346, 0.5376, 0.3838, 0.2117, 0.3829, 0.3241, 0.3529, 0.4515, 0.5228, 0.5873, 0.6899, -0.4871, -0.2721, 0.7001, -0.8657, -0.7016, 0.2189, -0.3177, -0.9322, 0.5434, 0.6898, 0.5940, 0.5614, -0.2701, 2.0035, 0.5717, 0.4484, -1.0924, -0.6254, -0.8538, -0.5530, 0.1701, -0.4159, -0.7273, -0.5041, -0.6914, -0.2163, -0.5293, -0.2936, -0.6607, -0.4666, -0.6301, -0.6743, -0.1001, 0.4194, 0.3839, 0.4498, 0.3364, 0.4250, 0.4091, 0.3883, 0.4244, 0.4229, 0.4382, 0.4143, 0.3965, 0.4317, 0.4250, -1.2488, 0.9181, -1.0823, -1.1331, 0.1987, 0.2601, 0.5280, 0.5104, 0.2895, 0.1417, 0.4096, 0.2041, 0.2412],
  "e_lumo_ev": [-0.36, -0.36],
  "homo_energy_ev": [-6.82, -6.82]
}


Total energy (computed, eV): -77978.546, -77977.338
Max |F| (computed, eV/A): 0.776, 1.178
ΔE to the lowest compared entry with this formula, charge and spin (computed, kcal/mol): 8.75, 36.62